# C4H4S2

An isolated molecule of C4H4S2 at a distorted geometry (the ωB97M-V functional and the def2-TZVPD basis, OMol25).

The value obtained for the LUMO energy is -0.00582 Ha. For the frontier orbital gap, the calculation gives 8.008 eV. For the maximum force, the calculation gives 1.12 eV/Å. Its SMILES is C1=CCSSC=1.

Last columns: bonded neighbours and bond lengths (Å).
Cartesian coordinates (Å):
1 C 0.375 1.230 -0.292  C2 1.324, C6 1.318
2 C 0.904 0.078 -0.676  C1 1.324, C3 1.496, H7 1.077
3 C 0.568 -1.110 0.168  C2 1.496, S4 1.888, H8 1.086, H9 1.088
4 S -1.274 -1.496 0.009  C3 1.888, S5 2.107
5 S -2.122 0.432 0.029  S4 2.107, C6 1.783
6 C -0.744 1.520 0.340  C1 1.318, S5 1.783, H10 1.072
7 H 1.495 -0.060 -1.565  C2 1.077
8 H 1.042 -2.025 -0.175  C3 1.086
9 H 0.746 -0.947 1.228  C3 1.088
10 H -0.990 2.378 0.934  C6 1.072

Quick look at the Mulliken charges, all values in e:
1. C -0.062
2. C -0.159
3. C -0.628
4. S -0.076
5. S -0.079
6. C -0.385
7. H 0.344
8. H 0.325
9. H 0.337
10. H 0.381